1.
{"formula": "C4H5NS2", "method": "ωB97M-V/def2-TZVPD", "lumo_ev": -0.143, "e_above_lowest_kj_mol": 405.7, "total_charge": 0, "species": ["C", "C", "C", "C", "N", "S", "S", "H", "H", "H", "H", "H"], "coordinates": [[0.800980, -1.450668, 0.105963], [1.406860, 1.998570, 0.146064], [0.165722, -0.206213, -0.399399], [0.202133, 1.187450, 0.430835], [2.048918, -1.706196, 0.082772], [2.893662, 1.314380, -0.142382], [3.365510, -0.846863, 0.069979], [0.136370, -2.304766, 0.136804], [1.008345, -0.028399, -1.225882], [-0.825076, -0.551775, -0.716934], [0.452834, 0.814456, 1.456031], [-0.704674, 1.709064, 0.448181]], "forces_ev_per_angstrom": [[0.572, -0.453, -0.252], [1.375, -1.082, -0.563], [2.234, 1.359, -1.180], [2.289, -2.926, 0.656], [-1.614, -1.510, 1.042], [-1.127, 1.454, 0.469], [0.535, 1.303, -0.376], [0.046, -0.304, 0.383], [-2.714, 0.013, 0.658], [0.215, 0.832, -0.409], [-0.558, 0.554, -0.261], [-1.254, 0.760, -0.168]], "lowdin_charge": [-0.28, -0.46, -0.17, -0.28, -0.49, 0.56, 0.60, 0.10, 0.12, 0.10, 0.13, 0.07]}



2.
{"formula": "C4H5O2", "method": "ωB97M-V/def2-TZVPD", "lumo_ev": [-4.602, -8.061], "e_above_lowest_kj_mol": 184.8, "total_charge": 1, "spin_multiplicity": 3, "species": ["C", "C", "C", "C", "O", "O", "H", "H", "H", "H", "H"], "coordinates": [[0.128350, -1.296074, -0.012759], [2.107944, 0.142964, 0.019865], [-0.945593, -0.519636, -0.063428], [-1.042499, 0.930327, -0.034554], [2.849151, 0.961012, -0.018508], [1.495544, -0.852840, -0.004772], [0.293838, -2.407322, 0.037601], [-1.849639, 1.261786, -0.549846], [-1.874833, -0.973919, -0.004942], [-1.048875, 1.435152, 0.981999], [-0.113392, 1.318550, -0.350661]], "forces_ev_per_angstrom": [[7.413, -7.636, 0.561], [-0.374, -0.111, 0.220], [-6.044, 5.911, -0.219], [2.690, -0.771, 2.918], [2.560, 3.389, -0.150], [-2.231, -2.413, -0.140], [-0.871, 1.512, -0.024], [-2.332, 1.198, -1.633], [-1.392, -1.419, 0.006], [-0.479, -0.716, -0.349], [1.060, 1.056, -1.191]], "lowdin_charge": [0.06, -0.21, -0.08, -0.03, 0.43, 0.27, 0.18, 0.07, 0.12, 0.14, 0.06]}



3.
{"formula": "C4H5O2P", "method": "ωB97M-V/def2-TZVPD", "lumo_ev": [-1.105, -1.106], "e_above_lowest_kj_mol": 286.7, "total_charge": 0, "species": ["C", "C", "C", "C", "O", "O", "P", "H", "H", "H", "H", "H"], "coordinates": [[0.621219, 0.635396, -1.171750], [-0.477597, -0.113451, -1.343717], [1.273764, 0.642751, 0.123239], [0.399173, 0.013207, 1.154153], [2.400855, 0.934753, 0.371776], [-2.298391, -0.677829, 0.879758], [-0.998084, -0.776842, 0.306497], [1.111782, 0.995213, -1.963296], [-1.076534, -0.412669, -2.143968], [0.635688, -0.290816, 2.178470], [-0.246349, 1.690175, 1.566418], [-0.557071, -2.214283, 0.235621]], "forces_ev_per_angstrom": [[-2.370, -1.913, 0.165], [0.248, 0.135, 3.417], [-0.438, -1.530, 2.164], [-2.719, 3.581, 1.097], [1.635, 0.935, -0.549], [-3.405, 0.521, 0.931], [4.115, -1.617, -1.075], [1.960, 1.764, -2.898], [-0.334, 0.124, -1.686], [0.580, 0.121, -0.646], [0.962, -3.616, -0.848], [-0.234, 1.493, -0.072]], "lowdin_charge": [-0.07, -0.09, -0.58, -0.14, 0.10, -0.37, 0.59, 0.08, 0.06, 0.07, 0.28, 0.07]}



4.
{"formula": "C4H5O3", "method": "ωB97M-V/def2-TZVPD", "lumo_ev": 4.003, "e_above_lowest_kj_mol": 0.0, "total_charge": -1, "smiles": "O=CCCC(=O)[O-]", "species": ["O", "C", "C", "C", "C", "O", "O", "H", "H", "H", "H", "H"], "coordinates": [[-0.792716, -0.804321, -2.631046], [-0.480380, -0.118392, -1.684900], [-1.173960, -0.102484, -0.371178], [-0.273495, -0.672629, 0.748501], [0.778003, 0.393170, 1.231564], [1.942876, -0.038325, 1.369903], [0.329571, 1.544102, 1.409267], [0.392531, 0.559627, -1.719726], [-2.124481, -0.632922, -0.420180], [-1.387262, 0.928035, -0.081827], [-0.908162, -0.948353, 1.587619], [0.287333, -1.527143, 0.374616]], "forces_ev_per_angstrom": [[0.072, 0.072, -0.166], [-0.107, 0.029, 0.319], [-0.403, -0.120, 0.592], [0.384, 0.628, -0.554], [0.040, -0.379, -0.116], [-0.113, 0.093, 0.078], [-0.044, 0.156, 0.026], [0.148, -0.062, -0.196], [-0.003, -0.202, -0.272], [0.116, 0.172, -0.017], [0.032, -0.124, 0.101], [-0.123, -0.262, 0.205]], "lowdin_charge": [0.01, -0.28, -0.19, -0.13, -0.76, -0.09, -0.09, 0.13, 0.10, 0.10, 0.10, 0.09]}



5.
{"formula": "C4H5O3P", "method": "ωB97M-V/def2-TZVPD", "lumo_ev": 6.394, "e_above_lowest_kj_mol": 13.8, "total_charge": -2, "smiles": "C=CC(=C)P(=O)([O-])[O-]", "species": ["C", "C", "C", "C", "P", "O", "O", "O", "H", "H", "H", "H", "H"], "coordinates": [[2.098518, -0.536338, -0.949470], [0.796922, -0.784998, -0.414540], [-0.110932, 0.175345, 0.145951], [0.280723, 0.986888, 1.151477], [-2.016785, 0.037232, -0.007290], [-2.295524, 1.118459, -1.133176], [-2.364981, -1.388592, -0.468925], [-2.564919, 0.282751, 1.422663], [2.681798, -1.146552, -1.632435], [2.531178, 0.454901, -0.849477], [0.115905, -1.665406, -0.681953], [-0.428883, 1.547994, 1.786506], [1.276982, 0.918321, 1.630670]], "forces_ev_per_angstrom": [[-3.127, -0.174, 1.312], [1.709, -0.469, -3.386], [-0.136, 0.927, 2.424], [0.263, -0.176, 0.906], [-2.179, 0.728, -1.435], [0.482, -1.283, 2.008], [1.065, 0.278, 0.016], [0.846, 0.479, -1.213], [-0.375, -0.636, 0.312], [-0.236, 0.112, 0.251], [1.651, 0.453, 0.280], [0.121, -0.260, -0.859], [-0.085, 0.021, -0.617]], "lowdin_charge": [-0.06, -0.19, -0.37, -0.06, 0.12, -0.56, -0.52, -0.52, -0.01, 0.01, 0.10, 0.04, 0.03]}



6.
{"formula": "C4H5O3Sm", "method": "ωB97M-V/def2-TZVPD", "lumo_ev": [-5.990, -5.996], "e_above_lowest_kj_mol": 169.4, "total_charge": 1, "spin_multiplicity": 7, "species": ["O", "C", "O", "Sm", "O", "C", "H", "C", "H", "H", "H", "C", "H"], "coordinates": [[0.348911, -1.355131, 0.692007], [0.440375, 0.021258, 0.681826], [0.626760, 0.475972, 1.909949], [0.358608, 2.790702, 2.195345], [1.264739, 0.606527, -0.343453], [-0.207760, 0.882690, -0.368246], [-0.669261, 0.398931, -1.236281], [0.039310, -2.027405, -0.508674], [-1.016236, -1.883554, -0.787169], [0.684318, -1.694001, -1.334798], [0.216204, -3.092747, -0.323523], [-0.651830, 2.227262, 0.033126], [-1.434138, 2.649496, -0.610110]], "forces_ev_per_angstrom": [[-0.479, 1.558, -0.009], [2.789, -1.921, 2.933], [-0.623, 1.059, -0.944], [0.805, -0.994, 0.841], [-1.818, 0.088, 1.080], [-1.458, 2.757, -2.439], [0.153, 0.101, 0.326], [-0.061, -0.361, -0.822], [0.251, -0.071, 0.121], [-0.123, -0.100, 0.218], [-0.062, 0.352, -0.017], [0.867, -1.929, -1.462], [-0.240, -0.540, 0.173]], "lowdin_charge": [-0.01, -0.68, -0.24, 1.62, 0.07, -0.25, 0.14, -0.06, 0.10, 0.11, 0.11, 0.04, 0.05]}



7.
{"formula": "C4H5O4Rb", "method": "ωB97M-V/def2-TZVPD", "lumo_ev": -9.101, "total_charge": 2, "species": ["C", "O", "H", "H", "C", "C", "H", "H", "H", "O", "C", "O", "O", "Rb"], "coordinates": [[-1.262377, -1.910837, -0.010829], [-2.498220, -1.755444, -0.139622], [-0.871723, -2.919182, 0.181504], [-3.030990, -2.526242, 0.135299], [-0.402887, -0.737075, -0.008570], [0.885293, -0.858661, 0.767299], [-0.947238, 0.184069, 0.221003], [-0.068836, -0.609745, -1.104880], [1.272540, -1.867954, 0.994918], [1.549755, 0.124526, 0.999751], [0.879729, 3.232132, -1.513902], [0.064650, 2.880434, -2.260815], [1.454233, 3.632270, -0.580792], [2.976070, 3.131710, 2.319637]], "forces_ev_per_angstrom": [[0.233, -0.058, 0.681], [-0.223, 0.209, 0.440], [-0.029, 0.136, -0.094], [-0.249, -0.306, -0.533], [0.007, 0.352, -1.709], [1.524, 0.619, -0.052], [-0.062, -0.155, -0.030], [-0.290, -0.185, 1.081], [-0.172, 0.049, 0.126], [-0.849, -0.688, 0.056], [-2.095, 0.419, 0.880], [1.206, -0.166, -0.303], [0.977, -0.291, -0.432], [0.024, 0.065, -0.111]], "lowdin_charge": [0.01, 0.27, 0.19, 0.20, -0.05, -0.20, 0.16, 0.22, 0.15, 0.07, -0.38, 0.24, 0.14, 0.97]}



8.
{"formula": "C4H5OPS", "method": "ωB97M-V/def2-TZVPD", "lumo_ev": [-1.735, -1.734], "e_above_lowest_kj_mol": 304.8, "total_charge": 0, "species": ["C", "C", "C", "C", "O", "P", "S", "H", "H", "H", "H", "H"], "coordinates": [[-1.205169, -0.688543, 0.590074], [-1.203704, -0.672431, -0.883266], [-0.049012, -0.452522, 1.202360], [-0.034711, -0.233992, -1.432485], [0.787936, 2.213353, 0.567042], [1.184090, -0.112486, -0.057069], [3.057220, -0.696767, -0.286510], [-2.272027, -0.712315, 1.059329], [-1.982632, -1.171789, -1.433041], [-0.012458, -0.018121, 2.246793], [0.203362, -0.092413, -2.512092], [1.527102, 2.638022, 0.938866]], "forces_ev_per_angstrom": [[-2.476, 0.166, 0.485], [2.310, -0.283, -0.646], [-0.181, 0.958, 1.808], [-0.412, -0.136, 0.008], [-1.609, -3.644, -1.720], [0.514, 2.895, -0.165], [-2.260, 0.610, 0.400], [2.320, -0.028, -0.420], [-0.397, 0.486, -0.275], [0.362, -1.088, -1.346], [-0.134, -0.408, 1.173], [1.961, 0.473, 0.697]], "lowdin_charge": [-0.18, -0.15, -0.27, -0.20, -0.32, 0.54, 0.21, 0.15, 0.10, 0.11, 0.09, -0.08]}



Calculated total energy (computed, eV): -27385.5114; -8309.0455; -17609.0183; -10372.9964; -19659.3052; -28264.1392; -13058.2257; -26397.2079
F_max (computed, hartree/bohr): 0.07335; 0.20724; 0.09000; 0.01791; 0.07432; 0.08713; 0.04493; 0.08437
Molar mass (computed, g mol⁻¹): 131.23; 85.08; 116.06; 101.08; 132.06; 251.44; 202.55; 132.12